Entry 1:
Here is an isolated ion of composition C7H14N3OS and charge +1 from the Open Molecules 2025 dataset. Energies are from ωB97M-V/def2-TZVPD.

Last column: natural (NBO) charge in e.
Atoms and positions in Å:
1 C 2.525412 -0.776433 0.213912  0.78
2 C 0.718394 1.776374 -1.203849  -0.54
3 C 0.920047 0.234267 -1.164559  -0.11
4 C -0.576002 1.583447 1.103967  -0.27
5 C 0.238418 -0.442008 0.018193  0.25
6 C -1.952381 1.743481 0.552708  -0.70
7 C -1.214112 -2.366636 0.686682  -0.43
8 N 2.296183 -0.120004 -0.960900  -0.64
9 N 1.257481 -1.066687 0.732830  -0.69
10 N -0.900493 -1.359434 -0.347229  -0.54
11 O 3.563767 -1.098983 0.704804  -0.56
12 S 0.785691 2.429751 0.485431  0.37
13 H 1.524795 2.249761 -1.759125  0.25
14 H -0.231322 2.037986 -1.663686  0.23
15 H 0.554876 -0.150831 -2.130892  0.21
16 H -0.508994 1.448746 2.171771  0.23
17 H -2.671073 1.170507 1.133229  0.23
18 H -2.056031 1.489100 -0.502273  0.20
19 H -2.221599 2.800582 0.649034  0.26
20 H -2.109263 -2.919202 0.409349  0.24
21 H -0.381821 -3.060446 0.780546  0.25
22 H -1.377889 -1.875268 1.643472  0.23
23 H 3.050887 0.263712 -1.504025  0.43
24 H 1.180979 -1.361254 1.694057  0.43
25 H -1.729693 -0.776066 -0.516411  0.44
26 H -0.686265 -1.854462 -1.227044  0.43

Forces on atoms 1 to 3 (eV/Å):
C 0.1 -0.2 -0.1
C -0.1 0.1 0.6
C -0.1 0.2 -0.1

Summary:
charge = +1
spin multiplicity = 1
largest force on an atom = 0.05081 Eh/bohr
gap between HOMO and LUMO (alpha / beta) = 7.9109 / 7.9157 eV
highest occupied orbital energy (alpha / beta) = -11.8 / -11.8 eV
relative energy (zero: lowest compared OMol25 entry of this formula, charge and spin) = 2.9 kcal per mole


Entry 2:
Here is a 2-piece molecular cluster, C7H14N4O overall from the Open Molecules 2025 dataset. Energies are from ωB97M-V/def2-TZVPD.

Last column: natural (NBO) charge in e.
Atoms and positions in Å:
1 C 13.775828 -0.405248 -0.688654  0.73
2 C -12.904866 1.386171 -0.400682  0.67
3 C -12.956631 0.121183 -1.276548  -0.37
4 C -12.405766 -0.501075 0.909103  -0.10
5 C 11.666370 0.323891 1.467187  -0.63
6 C 12.958614 0.688680 -0.832851  -0.59
7 C 11.617526 0.258632 -0.091028  -0.34
8 N 14.557126 -1.257272 -0.463981  -0.43
9 N -12.534267 0.928516 0.818581  -0.61
10 N -12.321883 -0.836538 -0.500264  0.05
11 N -11.541302 -1.820208 -1.024585  -0.09
12 O -13.393972 2.437774 -0.657813  -0.46
13 H -14.045720 -0.100906 -1.255523  0.29
14 H -12.708672 0.121129 -2.258543  0.29
15 H -11.615285 -0.854183 1.612608  0.26
16 H -13.359824 -1.013626 1.353824  0.25
17 H 12.717972 0.032917 2.013587  0.21
18 H 10.937994 -0.423246 1.744911  0.24
19 H 11.481759 1.342632 1.825985  0.24
20 H 12.703974 0.786056 -1.873494  0.31
21 H 13.299110 1.560672 -0.414221  0.31
22 H 11.619596 -0.731714 -0.391084  0.20
23 H 10.797430 0.976179 -0.470935  0.26
24 H -12.269680 1.468595 1.551514  0.44
25 H 14.870982 -2.178853 -0.431536  0.49
26 H -10.946422 -2.310166 -0.265562  0.38

Forces on atoms 1 to 3 (eV/Å):
C 4.9 -3.4 1.3
C -1.3 0.2 0.1
C -3.0 0.6 1.4

Summary:
charge = +2
spin multiplicity = 1
largest force on an atom = 0.17883 Eh/bohr
gap between HOMO and LUMO (alpha / beta) = 7.7411 / 7.7433 eV
highest occupied orbital energy (alpha / beta) = -15.6 / -15.6 eV
relative energy (zero: lowest compared OMol25 entry of this formula, charge and spin) = 50.8 kcal per mole